1.
Density functional theory data (ωB97M-V/def2-TZVPD) for the molecule C22H19FN6O2S at a distorted geometry.

```
51
Properties=species:S:1:pos:R:3:mulliken_charge:R:1
C 4.131 2.370 -1.845 -0.759
C 3.887 1.077 -1.749 -0.377
C 2.537 0.525 -1.389 -0.387
N 2.596 -0.168 -0.125 0.622
C 2.700 0.358 1.135 0.656
C 2.433 1.778 1.475 -1.079
N 1.027 2.032 1.217 0.003
C 0.623 2.946 0.316 0.076
O 1.374 3.715 -0.254 -0.655
C -0.851 2.917 0.038 0.446
C -1.668 4.000 0.332 -0.429
C -3.011 3.978 -0.004 -0.776
C -3.546 2.887 -0.668 -0.531
C -2.745 1.805 -0.991 -0.733
C -1.416 1.832 -0.620 0.580
F -0.632 0.771 -0.936 -0.245
N 2.824 -0.601 2.011 -0.551
N 2.805 -1.773 1.361 -0.579
C 2.658 -1.512 0.085 0.353
S 2.306 -2.712 -1.131 -0.209
C 1.153 -3.727 -0.112 -0.971
C -0.101 -2.959 0.146 0.549
N -1.136 -3.182 -0.576 -0.644
C -2.267 -2.444 -0.338 0.302
C -3.435 -2.745 -1.048 -0.345
C -4.583 -2.021 -0.822 -0.387
C -4.600 -0.980 0.106 -0.707
C -3.457 -0.657 0.802 -0.750
C -2.285 -1.384 0.590 0.672
C -1.059 -1.064 1.308 0.037
O -0.868 -0.083 2.006 -0.814
N -0.060 -2.003 1.124 -0.007
H 5.107 2.744 -2.103 0.284
H 3.360 3.105 -1.676 0.236
H 4.662 0.338 -1.908 0.325
H 1.810 1.334 -1.320 -0.101
H 2.202 -0.200 -2.138 0.679
H 2.665 1.931 2.532 0.394
H 3.012 2.469 0.856 0.429
H 0.355 1.398 1.643 0.303
H -1.238 4.857 0.828 0.498
H -3.638 4.820 0.243 0.404
H -4.589 2.878 -0.945 0.445
H -3.132 0.951 -1.524 0.611
H 0.935 -4.606 -0.713 0.473
H 1.685 -3.983 0.802 0.427
H -3.406 -3.555 -1.759 0.487
H -5.484 -2.261 -1.368 0.406
H -5.510 -0.424 0.274 0.431
H -3.441 0.147 1.523 0.498
H 0.785 -1.898 1.682 0.406
```

Summary:
**SMILES**: C=CCn1c(CNC(=O)c2ccccc2F)nnc1SCc1nc2ccccc2c(=O)[nH]1
**Frontier orbital gap**: 9.0 eV
**Highest occupied orbital energy**: -0.3211 hartree

2.
Density functional theory data (ωB97M-V/def2-TZVPD) for the molecule C4H10N2 at a distorted geometry.

```
16
Properties=species:S:1:pos:R:3:mulliken_charge:R:1
C -2.586 -0.001 0.186 -0.328
N -1.527 -0.073 -0.496 -0.488
N -0.400 -0.527 0.151 -0.083
C 0.862 -0.015 -0.351 0.265
C 1.950 -0.975 0.072 -1.261
C 1.199 1.460 0.135 -1.180
H -2.556 -0.241 1.321 0.172
H -3.481 0.384 -0.267 0.274
H -0.371 -0.489 1.196 0.340
H 0.695 0.035 -1.432 0.356
H 1.947 -1.099 1.149 0.319
H 2.967 -0.640 -0.229 0.350
H 1.783 -2.025 -0.340 0.317
H 0.359 2.114 -0.078 0.373
H 1.471 1.530 1.237 0.259
H 2.117 1.823 -0.402 0.316
```

Summary:
**SMILES**: C=NNC(C)C
**Frontier orbital gap**: 9.8 eV
**Highest occupied orbital energy**: -0.3178 hartree

3.
Density functional theory data (ωB97M-V/def2-TZVPD) for the molecule C21H29NO4.

```
55
Properties=species:S:1:pos:R:3:mulliken_charge:R:1
C -0.846 -4.399 0.503 -1.290
C -0.379 -2.979 0.771 -0.126
O -1.377 -2.086 0.298 -0.207
C -1.164 -0.756 0.606 -0.573
O -0.029 -0.317 -0.130 -0.397
C 0.130 1.042 -0.212 0.019
C 1.450 1.483 -0.754 0.013
O 1.766 2.656 -0.817 -0.710
N 2.231 0.469 -1.178 -0.071
C 3.581 0.665 -1.655 -1.219
C 4.594 0.158 -0.660 0.693
C 5.501 -0.837 -0.996 -0.499
C 6.414 -1.297 -0.062 -0.510
C 6.423 -0.771 1.218 -0.430
C 5.517 0.219 1.561 -0.566
C 4.609 0.682 0.627 -0.218
C -0.788 1.927 0.172 -0.724
C -2.151 1.534 0.658 0.453
C -3.189 2.467 0.062 -0.149
C -3.256 3.891 0.525 -0.751
C -4.361 2.941 0.868 -0.742
C -2.420 0.067 0.280 0.970
C -3.653 -0.487 1.004 -0.912
C -4.351 -1.627 0.264 -0.520
C -5.156 -1.142 -0.943 -0.405
O -5.847 -2.190 -1.582 -0.545
H -0.100 -5.105 0.856 0.440
H -1.785 -4.585 1.016 0.297
H -0.998 -4.543 -0.563 0.291
H 0.572 -2.782 0.261 0.142
H -0.230 -2.816 1.850 0.332
H -0.922 -0.645 1.686 0.376
H 1.901 -0.473 -1.034 0.234
H 3.705 0.162 -2.619 0.424
H 3.697 1.745 -1.795 0.377
H 5.497 -1.251 -1.995 0.318
H 7.119 -2.069 -0.335 0.371
H 7.134 -1.132 1.946 0.373
H 5.522 0.634 2.559 0.385
H 3.906 1.460 0.887 0.403
H -0.552 2.974 0.086 0.536
H -2.184 1.634 1.752 0.185
H -3.360 2.294 -0.994 0.595
H -3.443 4.663 -0.206 0.297
H -2.590 4.198 1.317 0.267
H -4.442 2.620 1.896 0.273
H -5.314 3.054 0.374 0.279
H -2.562 0.006 -0.802 0.160
H -4.369 0.323 1.141 0.253
H -3.347 -0.837 1.992 0.373
H -3.606 -2.354 -0.063 0.249
H -5.040 -2.128 0.947 0.315
H -4.499 -0.631 -1.661 0.295
H -5.928 -0.437 -0.625 0.243
H -5.207 -2.867 -1.832 0.333
```

Summary:
**SMILES**: CCO[C@H]1OC(C(=O)NCc2ccccc2)=C[C@@H](C2CC2)[C@@H]1CCCO
**Frontier orbital gap**: 9.6 eV
**Highest occupied orbital energy**: -0.3294 hartree

4.
Density functional theory data (ωB97M-V/def2-TZVPD) for a cluster of 5 separate species, C25H64N6O9 in total at a distorted geometry.

```
104
Properties=species:S:1:pos:R:3:mulliken_charge:R:1
C 7.467 1.792 2.676 -0.885
O 7.663 0.407 2.465 -0.287
C 8.928 -0.046 2.813 -0.540
C 9.073 -1.524 2.496 -0.481
N 10.153 -2.000 3.426 -0.369
C 10.434 -3.428 3.324 -0.690
C 11.957 -3.497 3.740 -0.663
O 12.753 -2.915 2.783 -0.329
C 14.176 -3.083 3.050 -0.724
H 6.534 2.226 2.318 0.298
H 8.282 2.466 2.410 0.323
H 7.393 2.188 3.689 0.367
H 8.975 0.261 3.858 0.396
H 9.666 0.559 2.287 0.305
H 9.325 -1.701 1.450 0.292
H 8.218 -2.069 2.895 0.285
H 11.073 -1.602 3.304 0.316
H 10.193 -3.824 2.337 0.326
H 9.689 -3.916 3.953 0.360
H 12.248 -4.547 3.771 0.503
H 12.132 -3.037 4.713 0.352
H 14.368 -4.135 2.838 0.301
H 14.477 -2.874 4.077 0.303
H 14.770 -2.444 2.397 0.242
C -6.487 0.058 -2.434 -0.786
O -7.886 0.174 -2.387 -0.323
C -8.470 1.213 -3.113 -0.598
C -9.762 1.686 -2.393 -0.600
N -9.630 1.918 -0.972 -0.307
C -10.968 2.173 -0.361 -0.611
C -11.206 3.589 0.168 -0.540
O -11.767 4.459 -0.845 -0.322
C -12.005 5.789 -0.273 -0.713
H -5.968 0.927 -2.031 0.329
H -6.073 -0.159 -3.419 0.317
H -6.200 -0.739 -1.748 0.236
H -8.765 0.642 -3.993 0.307
H -7.933 2.056 -3.549 0.418
H -10.681 1.179 -2.687 0.350
H -9.926 2.636 -2.903 0.278
H -9.023 1.156 -0.706 0.242
H -11.058 1.455 0.454 0.452
H -11.751 1.807 -1.025 0.356
H -10.271 4.027 0.516 0.342
H -11.860 3.444 1.028 0.343
H -12.016 6.555 -1.049 0.251
H -11.210 6.078 0.414 0.305
H -12.937 5.751 0.291 0.274
C -5.965 -2.263 3.184 -0.688
O -5.202 -1.158 3.656 -0.267
C -5.943 -0.170 4.317 -0.694
C -5.295 1.195 4.375 -0.548
N -4.316 1.345 5.512 -0.426
C -3.789 2.688 5.374 -0.767
C -2.527 3.014 6.313 -0.562
O -1.633 1.976 5.854 -0.273
C -0.460 1.909 6.727 -0.793
H -6.323 -2.761 4.084 0.291
H -5.220 -2.813 2.608 0.217
H -6.794 -1.879 2.589 0.291
H -6.206 -0.520 5.315 0.343
H -6.917 -0.050 3.843 0.441
H -5.997 2.007 4.563 0.375
H -4.703 1.334 3.471 0.349
H -3.495 0.758 5.484 0.309
H -4.673 3.320 5.463 0.455
H -3.487 2.887 4.346 0.338
H -2.821 2.771 7.335 0.353
H -2.198 4.037 6.132 0.396
H 0.192 1.132 6.329 0.233
H -0.606 1.595 7.760 0.317
H 0.005 2.895 6.745 0.308
C 5.580 -2.935 -5.730 -0.824
O 4.196 -3.293 -5.789 -0.269
C 3.878 -4.100 -6.911 -0.695
C 2.470 -4.080 -7.040 -0.610
N 1.832 -2.807 -7.493 -0.410
C 1.544 -1.902 -6.457 -0.273
C 1.053 -0.593 -7.077 -0.756
O 2.075 0.134 -7.634 -0.350
C 1.638 1.329 -8.272 -0.790
H 6.234 -3.807 -5.710 0.323
H 5.735 -2.279 -4.874 0.241
H 5.915 -2.419 -6.630 0.342
H 4.352 -5.081 -6.916 0.474
H 4.460 -3.681 -7.732 0.387
H 2.018 -4.376 -6.093 0.292
H 2.430 -4.845 -7.816 0.363
H 2.541 -2.265 -7.964 0.241
H 2.363 -1.605 -5.802 0.239
H 0.645 -2.093 -5.871 0.337
H 0.640 0.062 -6.310 0.477
H 0.289 -0.730 -7.841 0.378
H 2.398 2.102 -8.161 0.245
H 0.633 1.656 -8.005 0.354
H 1.737 1.213 -9.351 0.281
N 0.699 0.408 1.563 -0.316
C 1.141 0.006 0.470 0.656
N 2.436 0.186 0.311 -0.374
O 0.519 -0.407 -0.471 -0.671
H 1.251 0.850 2.284 0.178
H -0.310 0.451 1.556 0.196
H 3.127 0.535 0.960 0.134
H 2.760 -0.018 -0.623 0.200
```

Summary:
**SMILES**: COCCNCCOC.COCCNCCOC.COCCNCCOC.COCCNCCOC.NC(N)=O
**Frontier orbital gap**: 8.9 eV
**Highest occupied orbital energy**: -0.3117 hartree

5.
Density functional theory data (ωB97M-V/def2-TZVPD) for a structure of composition C14H22O5PZr at a distorted geometry.

```
43
Properties=species:S:1:pos:R:3:mulliken_charge:R:1
O -0.138 3.322 -4.748 -0.044
C -0.037 2.380 -4.096 0.367
Zr 0.070 0.442 -2.423 0.039
O 0.475 3.658 -1.079 -0.045
C 0.301 2.583 -1.473 0.282
C 0.028 -0.232 -4.474 0.247
O 0.003 -1.278 -3.739 -0.350
C 2.263 1.193 -2.547 0.391
O 3.323 1.654 -2.639 -0.013
C -2.074 1.181 -2.406 0.413
O -3.164 1.589 -2.397 -0.025
H 0.022 -0.154 -5.562 0.431
C 0.867 -2.674 -0.688 -1.287
C -0.031 -2.044 0.382 0.555
C 0.407 -2.529 1.768 -1.658
P -0.221 -0.206 0.162 0.698
C -1.878 0.180 0.916 0.345
C -2.215 -0.547 2.225 -1.577
C -2.128 1.690 1.022 -1.109
C 1.095 0.642 1.175 0.865
C 0.863 0.680 2.692 -1.489
C 2.483 0.076 0.845 -1.346
H 1.912 -2.353 -0.597 0.265
H 0.533 -2.471 -1.713 0.317
H 0.851 -3.763 -0.546 0.464
H -1.063 -2.399 0.219 0.552
H 1.461 -2.305 1.972 0.288
H -0.212 -2.142 2.583 0.301
H 0.308 -3.626 1.797 0.519
H -2.562 -0.209 0.141 0.451
H -1.560 -0.254 3.056 0.265
H -3.242 -0.283 2.521 0.511
H -2.182 -1.633 2.096 0.393
H -2.227 2.144 0.030 0.162
H -3.080 1.850 1.552 0.483
H -1.337 2.209 1.580 0.232
H 1.053 1.680 0.798 0.261
H 0.831 -0.332 3.122 0.282
H 1.710 1.201 3.168 0.483
H -0.047 1.225 2.973 0.353
H 2.724 0.145 -0.226 0.065
H 3.232 0.675 1.386 0.491
H 2.586 -0.967 1.173 0.170
```

Summary:
**Net charge**: +3
**Frontier orbital gap**: 5.5 eV
**Highest occupied orbital energy**: -0.7392 hartree

6.
Density functional theory data (ωB97M-V/def2-TZVPD) for a cluster of 2 separate species, C7H8O2S in total at a distorted geometry.

```
18
Properties=species:S:1:pos:R:3:mulliken_charge:R:1
C -0.213 1.052 -2.451 -0.068
C -0.470 -0.364 -2.340 -0.517
C 0.604 1.685 -1.552 -0.505
C 0.222 -1.031 -1.389 0.239
C 1.269 0.968 -0.602 -0.011
C 1.105 -0.460 -0.454 -0.141
C -1.022 -0.792 3.828 -0.645
O -0.730 0.682 1.512 -0.557
O 1.553 -1.150 0.426 -0.579
S -0.385 -0.541 2.269 0.494
H -0.716 1.488 -3.440 0.233
H -1.357 -0.808 -2.835 0.329
H 0.962 2.735 -1.884 0.259
H 0.053 -2.116 -1.380 0.366
H 1.977 1.424 0.088 0.379
H -0.396 -1.465 4.479 0.276
H -1.377 0.103 4.349 0.290
H -1.080 -1.411 1.377 0.158
```

Summary:
**Spin multiplicity**: 3
**Frontier orbital gap (alpha / beta)**: 8.9 / 7.4 eV
**Highest occupied orbital energy (alpha / beta)**: -0.2963 / -0.3429 hartree
**Expectation value of S²**: 2.05

7.
Density functional theory data (ωB97M-V/def2-TZVPD) for a cluster of 2 separate species, C4H6N2 in total at a distorted geometry.

```
12
Properties=species:S:1:pos:R:3:mulliken_charge:R:1
C 1.274 -0.420 -2.712 0.047
C 0.855 0.159 -1.527 0.198
C -0.316 -0.149 -0.761 0.214
C -0.580 -0.365 0.654 -0.968
N 1.807 -0.911 -3.598 -0.386
N -0.015 1.250 -1.235 -0.505
H 2.342 0.088 -0.674 0.056
H -1.186 -0.493 -1.489 0.250
H -1.632 0.008 1.058 0.275
H 0.240 0.262 1.179 0.265
H -0.325 -1.412 0.945 0.273
H 0.217 1.762 -0.376 0.279
```

Summary:
**Spin multiplicity**: 3
**Frontier orbital gap (alpha / beta)**: 7.9 / 7.3 eV
**Highest occupied orbital energy (alpha / beta)**: -0.2579 / -0.3874 hartree
**Expectation value of S²**: 2.01

8.
Density functional theory data (ωB97M-V/def2-TZVPD) for the molecule C11H10O3 at a distorted geometry.

```
24
Properties=species:S:1:pos:R:3:mulliken_charge:R:1
C -1.918 -2.901 -0.782 -0.868
C -1.714 -1.598 -0.875 -0.283
C -1.638 -0.663 0.278 1.760
O -1.864 -1.189 1.534 -0.607
C -2.380 0.707 0.053 -0.650
O -3.539 0.986 -0.012 -0.588
C -1.104 1.441 -0.045 0.654
C -0.566 2.704 -0.234 -0.863
C 0.820 2.764 -0.222 -0.663
C 1.620 1.643 -0.025 -0.435
C 1.080 0.369 0.196 0.060
O 1.780 -0.767 0.433 -0.384
C 3.187 -0.705 0.492 -0.896
C -0.300 0.322 0.159 0.307
H -1.961 -3.526 -1.657 0.284
H -2.072 -3.400 0.161 0.220
H -1.583 -1.124 -1.839 0.353
H -1.334 -1.986 1.644 0.382
H -1.176 3.582 -0.377 0.453
H 1.310 3.717 -0.367 0.373
H 2.693 1.770 -0.055 0.415
H 3.510 -1.700 0.797 0.246
H 3.530 0.026 1.230 0.375
H 3.621 -0.472 -0.487 0.356
```

Summary:
**SMILES**: C=C[C@]1(O)C(=O)c2cccc(OC)c21
**Frontier orbital gap**: 9.3 eV
**Highest occupied orbital energy**: -0.3328 hartree

Record-wise energy values, in Ha: -1826.88596, -267.85910, -1173.29761, -1996.27113, -1310.03441, -819.98788, -265.22656, -650.80120